Entry 1:
Density functional theory data (wB97M-V/def2-TZVPD) for a gas-phase ion, C7H14N3S (charge +1) in a non-equilibrium geometry.

Output
highest occupied orbital energy	-13.60	eV
Kohn-Sham gap	7.835	eV
LUMO level	-0.21171	Ha
maximum force	2.4	eV/A
spin multiplicity	1
charge	+1

Each line ends with the natural charge from an NBO analysis.
CARTESIAN COORDINATES (ANGSTROEM)
C -0.2361 0.1140 3.2819  0.20
C 0.6692 0.1676 0.2118  0.23
C -0.3639 -0.3400 -2.0003  -0.61
C 0.4512 1.9396 -1.4146  -0.59
C -1.6023 1.0029 -0.2609  -0.61
C 1.5104 -2.4984 -0.2343  -0.73
C -0.2401 0.6781 -0.8746  -0.12
N 0.6968 0.8535 2.5285  -0.04
N 0.7667 0.6133 1.3617  0.06
N -0.9765 -0.6649 2.6354  -0.55
S 2.1687 -0.8177 -0.0243  0.34
H -0.1805 0.3534 4.3409  0.22
H -0.9609 0.0900 -2.8004  0.24
H -0.8641 -1.2460 -1.6700  0.22
H 0.6136 -0.5831 -2.4113  0.23
H 0.4453 2.7401 -0.6804  0.22
H 1.4773 1.7220 -1.6973  0.23
H -0.0791 2.2700 -2.3036  0.24
H -1.5135 1.7664 0.5070  0.21
H -2.0512 0.1156 0.1774  0.23
H -2.2637 1.3795 -1.0354  0.24
H 2.3341 -3.1602 0.0202  0.26
H 1.1968 -2.6608 -1.2605  0.24
H 0.6876 -2.6589 0.4531  0.24
H -1.6857 -1.1759 3.1500  0.39

***

Entry 2:
Density functional theory data (wB97M-V/def2-TZVPD) for 2 unconnected molecules or ions with the total composition C7H14N4O5P in a non-equilibrium geometry.

Output
highest occupied orbital energy	-11.99	eV
Kohn-Sham gap	6.862	eV
LUMO level	-0.18862	Ha
maximum force	10.0	eV/A
spin multiplicity	1
charge	+1

Each line ends with the natural charge from an NBO analysis.
CARTESIAN COORDINATES (ANGSTROEM)
N 1.4494 -1.7736 -3.0426  -0.83
C 0.6653 -0.5265 -3.0078  0.56
N -0.6266 -0.4966 -3.6781  -0.51
C -1.1562 0.8785 -3.4732  -0.03
C -0.1631 1.7596 -2.6426  -0.05
N 0.9131 0.7800 -2.4180  -0.20
N 2.1468 0.9482 -1.7523  -0.39
C 3.0079 1.2951 -2.7312  0.90
O 3.7004 1.5121 -3.7636  -0.38
H 1.5737 -2.1736 -2.0914  0.42
H 2.3887 -1.6185 -3.4803  0.41
H -1.0725 -1.2863 -4.1938  0.49
H -2.1467 1.2658 -3.8975  0.28
H -0.1993 2.8585 -2.3087  0.31
C -1.1568 -1.0356 -0.0413  -0.28
O -1.3998 0.0116 0.8896  -0.68
P -1.4802 -0.5077 2.5355  2.28
O -2.0507 0.8485 2.9390  -0.95
O 0.1655 -0.4994 2.6282  -0.81
C 0.8819 0.6557 2.2192  -0.25
O -1.5685 -1.1171 4.1401  -0.75
C -1.0615 -0.3254 5.2023  -0.23
H -0.9961 -0.5922 -1.0271  0.16
H -0.2628 -1.6010 0.2381  0.17
H -2.0189 -1.7044 -0.0830  0.19
H 0.2749 1.5612 2.2685  0.21
H 1.2445 0.5110 1.1979  0.16
H 1.7464 0.7757 2.8763  0.20
H -1.6181 0.6083 5.3048  0.20
H 0.0014 -0.1199 5.0653  0.18
H -1.1820 -0.8919 6.1277  0.20

***

Entry 3:
Density functional theory data (wB97M-V/def2-TZVPD) for a gas-phase ion, C7H14NO (charge +1) in a non-equilibrium geometry.

Output
highest occupied orbital energy	-14.03	eV
Kohn-Sham gap	10.062	eV
LUMO level	-0.14569	Ha
maximum force	3.8	eV/A
spin multiplicity	1
charge	+1

Each line ends with the natural charge from an NBO analysis.
CARTESIAN COORDINATES (ANGSTROEM)
C 2.4065 0.3865 0.1777  0.57
C 2.2116 -0.2360 -1.1142  -0.56
C 1.1370 -0.3308 0.0415  -0.01
C -0.1693 1.8000 -0.6135  -0.63
C -0.8477 0.6820 1.3616  -0.65
C -1.3032 -0.6194 -0.7844  -0.64
C -0.3608 0.3674 -0.0767  0.00
N 0.9694 -1.6826 0.6323  -0.67
O 3.2005 0.9042 0.9164  -0.39
H 2.1220 0.4234 -2.0449  0.30
H 2.6042 -1.1695 -1.4860  0.26
H -1.1156 2.3338 -0.7939  0.25
H 0.2916 1.9701 -1.6151  0.22
H 0.3615 2.3863 0.0507  0.23
H -1.2669 1.7465 1.4026  0.26
H -1.6764 0.0407 1.6921  0.22
H -0.0915 0.6751 2.0403  0.21
H -2.2724 -0.2070 -1.0075  0.26
H -1.6442 -1.4507 -0.1107  0.20
H -0.7658 -0.9570 -1.6244  0.22
H 0.0577 -1.6741 1.1071  0.46
H 1.6258 -1.9058 1.3465  0.45
H 0.9709 -2.3498 -0.1304  0.45

***

Entry 4:
Density functional theory data (wB97M-V/def2-TZVPD) for 2 unconnected molecules or ions with the total composition C7H14NO2 in a non-equilibrium geometry.

Output
highest occupied orbital energy (spin up / spin down)	-10.84 / -15.20	eV
Kohn-Sham gap (spin up / spin down)	8.395 / 7.193	eV
LUMO level (spin up / spin down)	-0.08981 / -0.29421	Ha
maximum force	5.0	eV/A
spin multiplicity	3
charge	+1

Each line ends with the Löwdin spin population.
CARTESIAN COORDINATES (ANGSTROEM)
C -0.5976 -0.7843 -0.1037  0.49
C 1.7039 0.4835 1.2509  0.09
C 1.9579 0.5484 -0.2123  0.07
C 1.0254 1.2910 -1.1314  0.03
C -2.9277 0.6105 -0.7748  0.01
C 1.9619 -1.9702 0.5872  0.06
C -2.6660 0.2191 0.6862  0.05
N 1.4367 -0.6289 0.4271  0.63
O -0.7049 -1.5424 -1.0224  0.35
O -1.2433 -0.0671 0.7342  0.10
H 2.6041 0.6052 1.8917  0.01
H 0.8639 1.0525 1.6331  0.02
H 3.0571 0.5243 -0.5604  0.01
H 0.7914 0.7248 -2.0391  0.00
H 1.3878 2.2519 -1.6163  0.00
H -0.0128 1.5342 -0.6821  0.00
H -2.3283 1.5065 -1.0067  0.00
H -2.4117 -0.2543 -1.3412  0.00
H -3.9264 0.7144 -1.0313  0.00
H 1.1283 -2.6505 0.7090  0.03
H 2.6384 -2.3804 -0.2263  0.01
H 2.4888 -1.9418 1.5685  0.02
H -3.2265 -0.7597 0.8397  0.00
H -3.0003 0.9133 1.4205  0.00

***

Entry 5:
Density functional theory data (wB97M-V/def2-TZVPD) for 2 unconnected molecules or ions with the total composition C7H14NOS in a non-equilibrium geometry.

Output
highest occupied orbital energy (spin up / spin down)	-12.81 / -11.10	eV
Kohn-Sham gap (spin up / spin down)	7.728 / 3.752	eV
LUMO level (spin up / spin down)	-0.18682 / -0.26986	Ha
maximum force	5.4	eV/A
spin multiplicity	1
charge	+1

Each line ends with the natural charge from an NBO analysis.
CARTESIAN COORDINATES (ANGSTROEM)
C -2.0324 -1.7295 -1.0260  0.08
C 4.4687 1.0224 0.2905  -0.65
C 3.0397 1.0272 0.0569  0.03
C 5.0105 -0.2955 -0.2929  0.46
C -2.4395 -0.3880 1.5261  -0.62
C -3.6355 0.6575 -0.5289  -0.63
C -2.3468 0.2178 0.1004  -0.09
N -1.4915 -0.5802 -0.8028  -0.42
O 4.4454 -1.3250 -0.1931  -0.45
S 0.0249 -0.2204 -1.2690  0.08
H -1.6251 -2.6478 -1.6082  0.24
H -2.8817 -1.9658 -0.5836  0.18
H 4.8451 1.9573 -0.2334  0.28
H 4.6211 0.9024 1.3993  0.30
H 2.1745 0.4467 0.4892  0.22
H 2.5782 1.5459 -0.8003  0.20
H 6.0947 -0.2147 -0.5718  0.16
H -1.6210 -1.1732 1.5653  0.22
H -2.1407 0.3196 2.3258  0.25
H -3.2947 -0.8430 1.8034  0.22
H -4.2520 -0.2168 -0.8315  0.21
H -3.6082 1.3613 -1.4653  0.26
H -4.1968 1.0742 0.4470  0.25
H -1.7368 1.0676 0.2029  0.23

***

Entry 6:
Density functional theory data (wB97M-V/def2-TZVPD) for 2 unconnected molecules or ions with the total composition C7H14O in a non-equilibrium geometry.

Output
highest occupied orbital energy	-8.49	eV
Kohn-Sham gap	9.199	eV
LUMO level	0.02616	Ha
maximum force	3.5	eV/A
spin multiplicity	1
charge	0

Each line ends with the natural charge from an NBO analysis.
CARTESIAN COORDINATES (ANGSTROEM)
C -0.0448 -3.2787 1.4465  -0.61
C 0.5976 -1.9008 1.6500  -0.42
C 0.1004 -0.8518 0.4947  -0.17
C -0.9909 -0.1192 0.6951  -0.24
C -1.4251 0.9355 -0.3417  -0.20
C -0.6294 1.8648 -0.8404  -0.20
C -1.2057 3.0183 -1.5146  -0.65
H -1.0091 -3.2514 1.8261  0.21
H 0.2336 -3.6452 0.5308  0.21
H 0.4673 -4.0329 2.0021  0.20
H 1.6740 -1.8998 1.5508  0.20
H 0.3920 -1.4455 2.6382  0.20
H 0.8666 -0.6247 -0.2470  0.22
H -1.5749 -0.1238 1.5956  0.20
H -2.5331 0.9219 -0.3910  0.19
H 0.4495 1.6574 -0.6665  0.20
H -0.8759 3.9609 -1.1195  0.22
H -2.2969 2.8851 -1.3654  0.21
H -1.0634 3.2648 -2.5930  0.21
H 2.5144 1.5537 -1.7845  0.47
H 3.5893 0.4310 -2.0209  0.48
O 2.7646 0.6806 -1.5455  -0.95

***

Entry 7:
Density functional theory data (wB97M-V/def2-TZVPD) for 3 unconnected molecules or ions with the total composition C7H14O in a non-equilibrium geometry.

Output
highest occupied orbital energy	-9.94	eV
Kohn-Sham gap	10.888	eV
LUMO level	0.03484	Ha
maximum force	1.9	eV/A
spin multiplicity	1
charge	0

Each line ends with the natural charge from an NBO analysis.
CARTESIAN COORDINATES (ANGSTROEM)
C -1.6369 0.8555 0.8901  0.45
C 1.6742 0.2118 0.5620  -0.63
C -1.7077 -0.6128 1.1500  -0.73
C 2.1518 -0.2794 1.9195  -0.60
O -1.0374 1.6831 1.5453  -0.53
H 0.9167 1.0199 0.6894  0.22
H -2.4013 1.1876 0.1607  0.10
H 1.2315 -0.5968 -0.0141  0.20
H 2.5071 0.5995 -0.0213  0.20
H -2.7161 -0.8894 1.4529  0.24
H -1.5064 -1.1338 0.2108  0.25
H -0.9972 -0.9000 1.9212  0.23
H 2.7211 0.4943 2.4332  0.20
H 1.3080 -0.5372 2.5540  0.20
H 2.7804 -1.1654 1.8159  0.20
C -0.4659 0.9581 -2.5107  -0.70
C -0.4983 -0.4811 -2.3733  0.02
C -0.4990 -1.6785 -2.3644  -0.28
H -1.4143 1.3195 -2.8989  0.24
H 0.3232 1.2469 -3.2069  0.24
H -0.2591 1.4282 -1.5462  0.24
H -0.4744 -2.7300 -2.3691  0.24

***

Entry 8:
Density functional theory data (wB97M-V/def2-TZVPD) for 2 unconnected molecules or ions with the total composition C7H14O.

Output
highest occupied orbital energy	-8.96	eV
Kohn-Sham gap	9.898	eV
LUMO level	0.03461	Ha
maximum force	0.4	eV/A
spin multiplicity	1
charge	0

Each line ends with the natural charge from an NBO analysis.
CARTESIAN COORDINATES (ANGSTROEM)
C -0.7120 0.4437 -2.4115  -0.62
C -1.3183 -0.8106 -1.8036  -0.39
C -1.9960 -0.5434 -0.4540  -0.44
C -1.0671 -0.2102 0.6821  -0.13
C 0.0952 -0.8041 0.9364  -0.27
C 0.9732 -0.4596 2.0677  -0.21
C 1.1337 0.7625 2.5638  -0.40
H -1.4581 1.2336 -2.5378  0.20
H -0.2706 0.2501 -3.3858  0.21
H 0.0832 0.8568 -1.7930  0.23
H -0.5510 -1.5688 -1.6592  0.20
H -2.0737 -1.2105 -2.4862  0.20
H -2.5800 -1.4237 -0.1776  0.22
H -2.7175 0.2696 -0.5551  0.21
H -1.3975 0.5500 1.3866  0.20
H 0.4529 -1.6070 0.2966  0.21
H 1.5313 -1.2887 2.4894  0.21
H 0.6452 1.6393 2.1547  0.20
H 1.7790 0.9350 3.4115  0.20
H 2.0245 0.7713 0.0511  0.48
H 3.2499 1.4987 -0.5437  0.47
O 2.3839 1.1331 -0.7701  -0.95

***

Entry 9:
Density functional theory data (wB97M-V/def2-TZVPD) for 2 unconnected molecules or ions with the total composition C7H14O in a non-equilibrium geometry.

Output
highest occupied orbital energy (spin up / spin down)	-14.45 / -13.96	eV
Kohn-Sham gap (spin up / spin down)	10.788 / 5.792	eV
LUMO level (spin up / spin down)	-0.13452 / -0.30010	Ha
maximum force	2.1	eV/A
spin multiplicity	2
charge	+1

Each line ends with the Löwdin spin population.
CARTESIAN COORDINATES (ANGSTROEM)
C 0.9988 -1.9424 1.4601  0.02
C 0.4427 -1.6198 0.1232  0.13
C 1.1283 -1.6117 -1.0378  0.25
C -1.0014 -1.1637 0.0600  0.03
C -0.9120 0.2982 -0.2410  0.18
C -1.4602 0.8521 -1.3687  0.26
C -1.3133 2.2938 -1.6715  0.06
H 2.0528 -1.6598 1.5265  0.00
H 0.4888 -1.4656 2.3015  0.00
H 0.9590 -3.0069 1.7211  0.01
H 2.1479 -1.9413 -1.0939  0.01
H 0.7027 -1.1961 -1.9432  0.00
H -1.5790 -1.4556 0.9340  0.00
H -1.4351 -1.6467 -0.8212  0.01
H -0.2056 0.8689 0.3362  0.00
H -1.9229 0.3481 -2.2104  0.01
H -1.1701 3.0042 -0.8757  0.00
H -2.1286 2.5573 -2.3547  0.01
H -0.5289 2.5122 -2.4291  0.03
H 1.4153 2.4754 1.8793  0.00
H 1.3844 1.4588 3.1250  0.00
O 1.9363 2.0408 2.5803  0.00

***

Entry 10:
Density functional theory data (wB97M-V/def2-TZVPD) for a molecular structure, C7H14O2.

Output
highest occupied orbital energy	-8.83	eV
Kohn-Sham gap	9.617	eV
LUMO level	0.02907	Ha
maximum force	0.4	eV/A
spin multiplicity	1
charge	0

Each line ends with the natural charge from an NBO analysis.
CARTESIAN COORDINATES (ANGSTROEM)
C -1.0984 0.0935 -1.2698  0.03
C 1.0352 -0.1533 1.7206  0.01
C 0.9187 -1.1762 -0.3689  -0.52
C -1.2934 0.3217 -2.7630  -0.61
C -0.3759 -0.2738 2.2199  -0.67
C 1.6136 1.0992 1.4718  -0.72
C 0.3813 -0.0493 -0.9410  0.39
O -1.8816 -1.0458 -0.9111  -0.72
O 1.0863 1.0356 -1.0400  -0.67
H -1.9056 -1.1121 0.0491  0.47
H -1.4483 0.9843 -0.7271  0.17
H 1.6819 -0.9917 1.9427  0.21
H 1.9933 -1.2827 -0.3521  0.22
H 0.3244 -2.0712 -0.2523  0.22
H -0.9740 -0.5643 -3.3149  0.21
H -2.3468 0.5048 -2.9766  0.22
H -0.7022 1.1761 -3.0913  0.23
H -0.7783 -1.2783 2.0842  0.21
H -0.3999 -0.0542 3.2933  0.23
H -1.0344 0.4502 1.7342  0.21
H 2.6907 1.1879 1.5816  0.24
H 1.0482 1.9748 1.7837  0.23
H 1.4653 1.2245 0.1272  0.41